[1]
C6H15N2 | wB97M-V/def2-TZVPD

```
23
Properties=species:S:1:pos:R:3:forces:R:3
C 1.1009 -0.9423 -1.1138 0.20 0.75 0.39
C 1.4403 0.0609 -0.0050 0.86 0.35 0.11
C 2.6198 0.1749 0.6577 -1.41 0.15 -1.29
C 2.9051 1.1776 1.7338 0.42 -0.21 -0.27
H 1.9830 -1.5092 -1.3769 0.16 -0.29 -0.02
H 0.2975 -1.6612 -0.8476 0.44 0.38 -0.04
H 0.8160 -0.3890 -2.0257 -0.06 -0.28 0.21
H 0.7336 0.8935 0.1254 0.04 -0.57 0.40
H 3.4386 -0.4376 0.3189 0.20 -0.53 0.26
H 2.0319 1.8033 1.8813 -0.01 0.28 0.11
H 3.0814 0.6113 2.6571 0.13 0.32 -0.04
H 3.8065 1.7992 1.5101 -0.73 -0.51 0.21
C -1.4347 1.5320 -1.0561 -1.25 -0.06 -0.41
N -1.7539 0.1046 -0.8237 -0.84 1.35 2.54
C -2.2467 -0.4349 0.2684 0.53 0.40 0.34
N -2.4647 -1.7325 0.4617 0.33 0.78 -0.31
H -2.3224 1.9900 -1.5614 0.93 -0.19 0.35
H -0.5361 1.6135 -1.6825 -0.39 -0.13 0.26
H -1.2673 2.0029 -0.1022 0.07 0.27 0.22
H -1.5453 -0.4598 -1.5645 0.60 -1.98 -2.28
H -2.4355 0.2360 1.1234 -0.05 -0.35 -0.56
H -2.1333 -2.4154 -0.1966 -0.08 -0.16 -0.25
H -2.7266 -2.0911 1.3657 -0.10 0.22 0.07
```
Forces are in eV/Å.

Output
Energy above the lowest of the compared OMol25 structures with the same formula, charge and spin = 36.16 kcal per mole
HOMO-LUMO gap = 8.7 eV
LUMO level = -3.6 eV
Largest force on an atom = 3.1 eV/A
Molecular weight = 115.2 g/mol
Total charge = +1

---

[2]
C6H15N2 | wB97M-V/def2-TZVPD

```
23
Properties=species:S:1:pos:R:3:forces:R:3
C -2.2937 0.1315 -0.4405 -1.08 2.87 -0.35
C 1.0368 -1.9082 -0.4747 0.65 -0.22 0.32
C 1.9139 0.4725 -0.5183 0.71 0.14 0.33
C 1.0287 -0.5230 1.6163 0.46 0.88 0.41
C -1.2782 2.0322 0.8760 -2.37 -2.33 1.31
C 1.3567 -0.7145 0.3327 0.30 3.01 -0.35
N -2.3467 -1.0252 -1.0289 1.79 -1.62 1.97
N -1.3800 0.6259 0.3350 -0.29 -0.77 0.36
H -3.1138 0.8192 -0.6287 0.08 0.05 -0.63
H 0.3301 -1.9031 -1.2938 0.01 0.61 -0.23
H 1.9302 -2.3986 -0.7797 1.16 0.24 -1.18
H 0.8068 -2.6560 0.1923 -1.65 -1.85 1.75
H 2.5135 1.3120 0.0337 -1.13 -1.83 -0.77
H 1.0108 0.9654 -0.9626 0.80 -0.34 0.00
H 2.5541 0.0290 -1.3461 -0.79 0.85 0.92
H 1.1798 0.3407 2.2889 0.68 0.21 -1.28
H -0.7406 -0.0810 0.7477 0.41 0.90 -0.36
H 0.5194 -1.1709 2.2603 -0.69 -2.02 0.28
H -0.8171 1.7994 1.8152 -0.08 0.58 0.91
H -2.2932 2.5181 1.0163 1.37 -0.64 -0.33
H -0.5762 2.5887 0.3592 1.02 1.12 -1.56
H -2.8471 -1.2340 -1.8375 -1.43 -0.01 -1.13
H -1.7634 -1.7782 -0.6732 0.09 0.17 -0.38
```
Forces are in eV/Å.

Output
Energy above the lowest of the compared OMol25 structures with the same formula, charge and spin = 57.36 kcal per mole
HOMO-LUMO gap = 10.1 eV
LUMO level = -3.3 eV
Largest force on an atom = 3.6 eV/A
Molecular weight = 115.2 g/mol
Total charge = +1